# 1
Computed, not measured: C30H37LuO8S as an isolated structure, with ωB97M-V with the def2-TZVPD basis set.

For the HOMO energy (alpha / beta), the calculation gives 1.89 / 1.89 eV. Its total charge is -2. The calculation puts the lowest unoccupied orbital energy (alpha / beta) at 3.709 / 3.709 eV.

The geometry in XYZ format:
```
77
C30H37LuO8S (ωB97M-V with the def2-TZVPD basis set)
C 0.247 -0.576 -4.955
C 0.153 -1.287 -3.600
C -0.190 0.882 -4.728
C -0.933 0.968 -3.348
H -0.861 1.135 -5.552
H 0.700 1.520 -4.791
C -0.995 -0.600 -2.879
H 1.114 -1.163 -3.076
H -0.013 -2.372 -3.714
C -1.246 -1.240 -1.481
H -1.900 -0.918 -3.444
H -1.976 1.265 -3.557
C -0.351 2.034 -2.512
C 1.640 -0.696 -5.565
C -0.607 -1.243 -6.051
O -1.186 -0.585 -6.905
O 2.683 -0.493 -4.951
O 1.613 -1.069 -6.852
O -0.650 -2.589 -6.056
C -1.155 -3.056 -7.327
H -1.156 -4.147 -7.274
H -0.478 -2.691 -8.111
H -2.160 -2.658 -7.514
C 2.892 -1.142 -7.477
H 3.409 -0.178 -7.419
H 2.687 -1.408 -8.513
H 3.508 -1.904 -6.985
O -0.888 -0.677 -0.265
H -0.724 -2.211 -1.527
H -2.311 -1.464 -1.409
C -1.208 3.065 -1.916
C 1.026 1.844 -2.088
H 1.737 2.422 -2.702
H 1.283 0.787 -2.213
H 1.203 2.114 -1.027
H -0.873 3.322 -0.903
H -2.232 2.684 -1.796
H -1.242 4.004 -2.504
Lu -0.344 -0.222 1.561
C -3.391 -0.503 3.115
C -3.790 -0.588 1.749
C -3.214 -1.768 1.196
H -4.449 0.110 1.230
C -2.366 -2.355 2.171
C -2.532 -1.618 3.389
H -2.252 -2.006 4.366
H -3.759 0.203 3.844
H -3.474 -2.212 0.231
H -1.728 -3.233 2.044
C 2.026 0.298 1.948
C 1.647 -0.781 2.804
C 1.377 -1.928 1.999
H 1.702 -0.780 3.891
C 1.613 -1.561 0.641
C 1.998 -0.183 0.605
H 2.335 0.374 -0.269
H 2.391 1.272 2.270
H 1.131 -2.919 2.370
H 1.626 -2.248 -0.205
C 1.977 2.288 9.397
C 1.440 2.033 8.021
C 1.553 0.766 7.442
C 0.972 0.489 6.201
C 0.301 1.502 5.497
C 0.216 2.784 6.059
C 0.786 3.041 7.303
S -0.858 1.109 4.196
O -0.695 -0.380 4.014
O -2.145 1.535 4.660
O -0.454 1.687 2.845
H 1.338 1.798 10.141
H 2.991 1.896 9.532
H 1.998 3.353 9.632
H 2.080 -0.008 8.000
H 1.014 -0.525 5.802
H -0.328 3.574 5.543
H 0.706 4.028 7.751
```

In the Löwdin picture, each atom carries the following charge in e: number 1, C, carries -0.252; number 2, C, carries -0.112; number 3, C, carries -0.054; number 4, C, carries -0.240; number 5, H, carries 0.101; number 6, H, carries 0.116; number 7, C, carries -0.191; number 8, H, carries 0.121; number 9, H, carries 0.118; number 10, C, carries -0.267; number 11, H, carries 0.128; number 12, H, carries 0.119; number 13, C, carries -0.456; number 14, C, carries -0.412; number 15, C, carries -0.434; number 16, O, carries 0.073; number 17, O, carries 0.094; number 18, O, carries -0.046; number 19, O, carries -0.029; number 20, C, carries -0.053; number 21, H, carries 0.086; number 22, H, carries 0.091; number 23, H, carries 0.090; number 24, C, carries -0.047; number 25, H, carries 0.095; number 26, H, carries 0.086; number 27, H, carries 0.095; number 28, O, carries -0.437; number 29, H, carries 0.102; number 30, H, carries 0.082; number 31, C, carries -0.186; number 32, C, carries -0.166; number 33, H, carries 0.039; number 34, H, carries 0.051; number 35, H, carries 0.053; number 36, H, carries 0.041; number 37, H, carries 0.051; number 38, H, carries 0.027; number 39, Lu, carries 1.682; number 40, C, carries -0.206; number 41, C, carries -0.180; number 42, C, carries -0.231; number 43, H, carries 0.066; number 44, C, carries -0.234; number 45, C, carries -0.244; number 46, H, carries 0.078; number 47, H, carries 0.057; number 48, H, carries 0.066; number 49, H, carries 0.067; number 50, C, carries -0.220; number 51, C, carries -0.262; number 52, C, carries -0.213; number 53, H, carries 0.076; number 54, C, carries -0.190; number 55, C, carries -0.192; number 56, H, carries 0.086; number 57, H, carries 0.103; number 58, H, carries 0.100; number 59, H, carries 0.102; number 60, C, carries -0.071; number 61, C, carries -0.292; number 62, C, carries -0.043; number 63, C, carries -0.041; number 64, C, carries -0.237; number 65, C, carries -0.052; number 66, C, carries -0.049; number 67, S, carries 0.546; number 68, O, carries -0.475; number 69, O, carries -0.289; number 70, O, carries -0.445; number 71, H, carries 0.080; number 72, H, carries 0.075; number 73, H, carries 0.068; number 74, H, carries 0.109; number 75, H, carries 0.102; number 76, H, carries 0.120; number 77, H, carries 0.103



# 2
Computed, not measured: a 2-piece molecular cluster, ClNO4S overall, with ωB97M-V with the def2-TZVPD basis set.

For the HOMO energy (alpha / beta), the calculation gives -10.11 / -9.47 eV. Its total charge is 0. The calculation puts the lowest unoccupied orbital energy (alpha / beta) at -2.615 / -3.957 eV.

The geometry in XYZ format:
```
7
ClNO4S (ωB97M-V with the def2-TZVPD basis set)
N 1.755 -0.420 -0.228
O 2.302 0.559 -0.029
O 1.795 -1.476 -0.693
O -0.091 0.077 0.690
O -1.987 1.645 0.523
S -1.586 0.298 0.807
Cl -2.187 -0.683 -1.070
```

In the Löwdin picture, each atom carries the following charge in e: number 1, N, carries -0.197; number 2, O, carries 0.270; number 3, O, carries 0.267; number 4, O, carries -0.516; number 5, O, carries -0.476; number 6, S, carries 0.556; number 7, Cl, carries 0.096



# 3
Computed, not measured: C8H16CuO10S2 as an isolated structure, with ωB97M-V with the def2-TZVPD basis set.

As for the spin multiplicity: 3. For the HOMO energy (alpha / beta), the calculation gives -5.46 / -5.04 eV. Its total charge is -1. The calculation puts the lowest unoccupied orbital energy (alpha / beta) at 2.517 / 0.133 eV.

The geometry in XYZ format:
```
37
C8H16CuO10S2 (ωB97M-V with the def2-TZVPD basis set)
Cu -0.625 -0.177 1.004
S -1.902 0.376 3.378
O -2.171 -0.897 4.040
O -2.448 1.490 4.027
O -0.486 0.614 3.066
O -2.377 0.257 2.027
S -0.580 -2.844 1.301
O -0.402 -4.119 0.661
O -1.618 -2.015 0.725
O -0.860 -2.959 2.757
O 0.522 -1.938 1.148
C 3.671 0.836 1.233
C 3.676 0.880 -0.240
C 2.406 0.118 -0.565
O 1.508 0.485 0.494
C 2.218 0.912 1.684
H 4.134 1.762 1.575
H 4.127 -0.049 1.676
H 4.435 0.299 -0.763
H 3.737 1.915 -0.577
H 2.616 -0.951 -0.585
H 1.978 0.466 -1.505
H 1.970 0.210 2.480
H 1.909 1.913 1.984
C -2.778 0.928 -2.572
C -1.625 0.425 -3.378
C -0.809 -0.387 -2.370
O -1.315 0.064 -1.065
C -2.655 0.168 -1.302
H -3.733 0.853 -3.092
H -2.686 2.014 -2.549
H -0.953 1.209 -3.725
H -1.879 -0.205 -4.230
H 0.232 -0.076 -2.463
H -0.995 -1.455 -2.481
H -3.120 0.688 -0.464
H -3.126 -0.814 -1.334
```

In the Löwdin picture, each atom carries the following charge in e: number 1, Cu, carries 0.625; number 2, S, carries 0.173; number 3, O, carries -0.310; number 4, O, carries -0.290; number 5, O, carries -0.324; number 6, O, carries -0.318; number 7, S, carries 0.253; number 8, O, carries -0.254; number 9, O, carries -0.265; number 10, O, carries -0.100; number 11, O, carries -0.328; number 12, C, carries -0.179; number 13, C, carries -0.184; number 14, C, carries -0.175; number 15, O, carries -0.203; number 16, C, carries -0.150; number 17, H, carries 0.110; number 18, H, carries 0.123; number 19, H, carries 0.114; number 20, H, carries 0.116; number 21, H, carries 0.130; number 22, H, carries 0.106; number 23, H, carries 0.118; number 24, H, carries 0.126; number 25, C, carries -0.170; number 26, C, carries -0.170; number 27, C, carries -0.117; number 28, O, carries -0.170; number 29, C, carries -0.250; number 30, H, carries 0.115; number 31, H, carries 0.116; number 32, H, carries 0.107; number 33, H, carries 0.112; number 34, H, carries 0.102; number 35, H, carries 0.135; number 36, H, carries 0.135; number 37, H, carries 0.140



# 4
Computed, not measured: a 14-piece molecular cluster, C24H10Cl56N2OS overall, with ωB97M-V with the def2-TZVPD basis set.

For the HOMO energy, the calculation gives -8.28 eV. Its total charge is 0. The calculation puts the lowest unoccupied orbital energy at -1.908 eV.

The geometry in XYZ format:
```
94
C24H10Cl56N2OS (ωB97M-V with the def2-TZVPD basis set)
C -0.950 2.950 -7.904
C -1.539 3.332 -6.558
C -1.060 2.337 -5.301
C -1.838 0.893 -5.162
C -1.348 -0.123 -3.962
C -0.116 0.336 -2.962
N 0.557 -0.402 -1.810
S 1.796 0.667 -1.188
N 1.737 2.153 -2.168
C 0.612 1.797 -3.114
C 0.147 2.829 -4.306
C 0.917 4.285 -4.432
O 2.356 4.188 -4.727
C 2.633 3.286 -5.860
H -0.146 3.619 -8.444
H -1.322 1.900 -8.319
H -2.245 4.260 -6.419
H -2.723 0.590 -5.900
H -1.826 -1.192 -3.812
H 0.310 4.961 -5.189
H 0.837 4.781 -3.349
H 2.622 2.158 -5.477
H 1.846 3.473 -6.725
H 3.701 3.516 -6.302
C 0.629 0.400 2.954
Cl -0.792 1.449 3.189
Cl 1.918 0.883 4.085
Cl 0.173 -1.295 3.261
Cl 1.216 0.563 1.279
C -3.609 -1.680 4.963
Cl -3.225 -1.929 6.685
Cl -5.238 -0.975 4.813
Cl -2.414 -0.572 4.243
Cl -3.558 -3.244 4.111
C -1.980 3.886 0.307
Cl -1.159 5.446 0.566
Cl -2.812 3.907 -1.268
Cl -0.778 2.571 0.327
Cl -3.172 3.620 1.605
C 2.709 5.158 3.192
Cl 2.078 6.774 2.785
Cl 3.768 4.586 1.879
Cl 3.639 5.248 4.709
Cl 1.349 4.025 3.396
C -0.405 -4.020 -5.316
Cl 0.823 -3.938 -6.604
Cl -0.721 -2.381 -4.691
Cl -1.912 -4.705 -5.975
Cl 0.189 -5.055 -3.993
C 3.494 -7.081 -1.864
Cl 3.939 -7.807 -0.299
Cl 4.467 -5.614 -2.136
Cl 3.805 -8.251 -3.172
Cl 1.765 -6.653 -1.850
C -0.442 2.938 -11.784
Cl -1.862 3.988 -11.549
Cl 0.848 3.421 -10.653
Cl -0.897 1.244 -11.477
Cl 0.146 3.101 -13.459
C 1.246 -5.532 1.900
Cl 2.474 -5.450 0.612
Cl 0.930 -3.894 2.525
Cl -0.261 -6.218 1.242
Cl 1.841 -6.567 3.223
C -3.277 -6.306 6.668
Cl -4.698 -5.257 6.904
Cl -1.988 -5.823 7.799
Cl -3.733 -8.001 6.975
Cl -2.690 -6.143 4.994
C 6.668 1.432 -6.473
Cl 5.820 1.878 -7.976
Cl 5.492 1.320 -5.139
Cl 7.471 -0.143 -6.690
Cl 7.887 2.673 -6.088
C 4.662 6.432 -1.646
Cl 5.327 6.902 -3.231
Cl 5.977 6.367 -0.446
Cl 3.448 7.631 -1.133
Cl 3.895 4.829 -1.775
C 0.745 -0.358 8.119
Cl 1.567 1.201 8.378
Cl -0.087 -0.337 6.544
Cl 1.948 -1.673 8.139
Cl -0.446 -0.624 9.417
C -6.578 -5.312 10.359
Cl -6.868 -4.874 12.062
Cl -6.688 -3.852 9.343
Cl -4.954 -6.026 10.198
Cl -7.802 -6.495 9.834
C -4.853 -1.277 12.499
Cl -6.130 -1.545 11.287
Cl -4.769 -2.679 13.594
Cl -3.286 -1.071 11.676
Cl -5.226 0.190 13.440
```

In the Löwdin picture, each atom carries the following charge in e: number 1, C, carries -0.042; number 2, C, carries -0.130; number 3, C, carries -0.092; number 4, C, carries 0.009; number 5, C, carries -0.166; number 6, C, carries -0.200; number 7, N, carries -0.246; number 8, S, carries 0.751; number 9, N, carries -0.215; number 10, C, carries -0.210; number 11, C, carries -0.038; number 12, C, carries -0.179; number 13, O, carries -0.280; number 14, C, carries -0.121; number 15, H, carries 0.003; number 16, H, carries 0.074; number 17, H, carries 0.106; number 18, H, carries 0.116; number 19, H, carries -0.016; number 20, H, carries 0.130; number 21, H, carries 0.141; number 22, H, carries 0.093; number 23, H, carries 0.095; number 24, H, carries 0.077; number 25, C, carries -1.890; number 26, Cl, carries 0.447; number 27, Cl, carries 0.508; number 28, Cl, carries 0.435; number 29, Cl, carries 0.429; number 30, C, carries -1.956; number 31, Cl, carries 0.498; number 32, Cl, carries 0.525; number 33, Cl, carries 0.427; number 34, Cl, carries 0.493; number 35, C, carries -1.981; number 36, Cl, carries 0.512; number 37, Cl, carries 0.514; number 38, Cl, carries 0.468; number 39, Cl, carries 0.517; number 40, C, carries -1.990; number 41, Cl, carries 0.508; number 42, Cl, carries 0.500; number 43, Cl, carries 0.518; number 44, Cl, carries 0.482; number 45, C, carries -1.954; number 46, Cl, carries 0.519; number 47, Cl, carries 0.637; number 48, Cl, carries 0.519; number 49, Cl, carries 0.488; number 50, C, carries -1.992; number 51, Cl, carries 0.493; number 52, Cl, carries 0.523; number 53, Cl, carries 0.527; number 54, Cl, carries 0.433; number 55, C, carries -1.999; number 56, Cl, carries 0.516; number 57, Cl, carries 0.531; number 58, Cl, carries 0.513; number 59, Cl, carries 0.519; number 60, C, carries -1.952; number 61, Cl, carries 0.456; number 62, Cl, carries 0.479; number 63, Cl, carries 0.517; number 64, Cl, carries 0.524; number 65, C, carries -1.991; number 66, Cl, carries 0.468; number 67, Cl, carries 0.511; number 68, Cl, carries 0.518; number 69, Cl, carries 0.485; number 70, C, carries -2.009; number 71, Cl, carries 0.509; number 72, Cl, carries 0.525; number 73, Cl, carries 0.512; number 74, Cl, carries 0.513; number 75, C, carries -2.007; number 76, Cl, carries 0.514; number 77, Cl, carries 0.498; number 78, Cl, carries 0.503; number 79, Cl, carries 0.505; number 80, C, carries -1.989; number 81, Cl, carries 0.519; number 82, Cl, carries 0.469; number 83, Cl, carries 0.520; number 84, Cl, carries 0.497; number 85, C, carries -1.982; number 86, Cl, carries 0.497; number 87, Cl, carries 0.468; number 88, Cl, carries 0.500; number 89, Cl, carries 0.522; number 90, C, carries -1.992; number 91, Cl, carries 0.480; number 92, Cl, carries 0.499; number 93, Cl, carries 0.499; number 94, Cl, carries 0.517



no.,calculated total energy (eV)
1,-92543.746
2,-33031.714
3,-95338.411
4,-742147.400